# 1
C25H26ClCoOPS3 as an isolated structure at a distorted geometry, computed with ωB97M-V/def2-TZVPD.

Each line ends with the natural charge from an NBO analysis.
Positions of all 58 atoms, in Å:
Co -0.23 -0.23 -0.19  0.9605
Cl -2.41 -0.55 1.09  0.0543
S 0.37 -2.45 0.39  0.2010
S 1.52 -0.62 -2.14  0.2143
S 2.66 0.08 1.06  0.2603
P -1.75 0.19 -1.87  0.8172
O 0.15 2.20 1.49  -0.3602
C -2.95 4.10 -1.88  -0.1792
C -1.74 4.78 -1.81  -0.1608
C -0.54 4.08 -1.75  -0.1884
C 0.11 1.27 0.86  0.4300
C -1.24 0.59 -4.58  -0.1260
C -1.77 2.01 -1.84  -0.2937
C -4.48 -0.31 -2.31  -0.1123
C -1.96 -1.63 -3.93  -0.2150
C -1.21 0.18 -5.90  -0.2064
C -5.00 -0.84 0.38  -0.2169
C 1.31 -3.20 -1.00  -0.5290
C 3.62 0.29 -0.48  -0.5313
C 1.20 -2.42 -2.30  -0.5342
C -6.03 -0.84 -0.55  -0.1344
C -2.97 2.72 -1.89  -0.2062
C 3.29 -0.63 -1.64  -0.5283
C -0.55 2.70 -1.76  -0.2535
C -1.64 -0.31 -3.60  -0.4186
C -3.44 -0.28 -1.39  -0.4235
C -3.71 -0.56 -0.05  -0.0219
C -1.91 -2.03 -5.25  -0.1982
C -1.53 -1.13 -6.23  -0.1601
C 2.90 -1.69 1.48  -0.5402
C -5.77 -0.58 -1.89  -0.2079
C 1.59 -2.40 1.75  -0.5148
H 1.89 -2.81 -3.04  0.2651
H -5.19 -1.05 1.42  0.2511
H 3.48 -2.16 0.68  0.2277
H 3.51 -1.71 2.39  0.2712
H 3.86 -0.29 -2.51  0.2652
H 1.06 -1.91 2.56  0.2515
H -2.17 -3.05 -5.52  0.2387
H -2.28 -2.32 -3.16  0.2213
H -7.03 -1.06 -0.23  0.2472
H -3.91 2.19 -1.93  0.2306
H 3.44 1.34 -0.75  0.2488
H 0.39 4.61 -1.69  0.2346
H 0.89 -4.20 -1.15  0.2679
H 0.19 -2.47 -2.70  0.2552
H 0.38 2.14 -1.73  0.1993
H -1.73 5.86 -1.78  0.2426
H 1.78 -3.44 2.04  0.2631
H -1.01 1.61 -4.31  0.2212
H 3.58 -1.66 -1.44  0.2258
H 4.68 0.19 -0.22  0.2628
H -1.49 -1.44 -7.26  0.2409
H -6.57 -0.59 -2.61  0.2458
H -3.88 4.65 -1.94  0.2417
H 2.35 -3.32 -0.68  0.2337
H -0.94 0.88 -6.67  0.2398
H -4.28 -0.11 -3.35  0.2308

Relative energy (zero: lowest compared OMol25 entry of this formula, charge and spin): 12.41 kcal per mole
Multiplicity: 4
Charge: +2
LUMO (spin up / spin down): -0.2096 / -0.2769 Eh
Expectation value of S²: 3.771
Gap between HOMO and LUMO (spin up / spin down): 0.31511 / 0.26059 Eh

***

# 2
C57H63Cl2N5O4P2Sc as an isolated structure, computed with ωB97M-V/def2-TZVPD.

Each line ends with the Mulliken charge.
Positions of all 134 atoms, in Å:
Sc 0.63 -0.60 0.61  -0.3808
Cl 0.06 -3.17 1.74  -0.3994
Cl 5.20 -2.52 0.19  -0.2396
P 2.29 1.19 1.99  1.9022
P -2.01 3.16 1.00  1.8556
O 0.24 3.40 2.97  0.1260
O -1.16 -0.49 1.74  1.4743
O -0.33 -1.80 -0.90  0.1330
O -2.63 -0.60 -0.48  -0.0153
N 2.23 -0.38 -2.40  -0.7006
N -2.59 -1.70 2.98  0.4593
N -0.96 -2.88 -2.75  0.2829
N 0.26 1.00 -1.01  1.1997
N 2.26 -1.61 0.59  1.4167
C -3.76 2.64 1.30  0.4853
C 5.55 2.70 -0.93  -0.9875
C -4.84 2.86 0.45  -0.3681
C -1.88 4.33 2.41  -0.6281
C -1.83 -1.47 4.20  -1.0408
C 4.32 -4.49 1.76  -0.5107
C 3.39 -5.25 2.44  -0.7822
C -3.73 -2.59 3.13  -1.1352
C 0.25 5.07 6.61  -1.6769
C -6.11 2.39 0.78  -0.7346
C 2.06 -4.85 2.42  -0.5870
C -2.54 4.70 -2.77  -0.7354
C -2.57 3.88 -1.65  -0.3675
C 2.42 0.38 -3.64  -0.7947
C 2.47 1.88 -3.38  -0.4871
C -1.63 6.48 -1.43  -0.7087
C -2.16 4.36 -0.40  0.0404
C -1.96 -3.18 -3.77  -1.0388
C 1.67 4.38 4.68  0.9596
C 0.92 2.29 -1.33  1.0449
C -1.68 5.66 -0.31  -0.5860
C 2.45 2.55 3.27  0.6174
C -0.74 4.34 3.24  -0.5573
C 3.65 -2.17 4.86  -0.7921
C -2.51 -1.28 -1.70  -2.0105
C 2.32 -1.80 4.71  -0.4851
C -3.08 -1.39 0.60  -1.9916
C -2.82 6.12 3.72  -1.5994
C 2.95 -0.15 3.05  1.1583
C 1.74 -3.68 1.77  0.7830
C -1.18 -2.02 -1.77  0.7714
C -1.69 6.12 4.51  -0.6019
C -2.20 -1.16 1.83  0.2392
C 1.44 3.45 3.65  -0.7894
C 2.63 -2.78 1.11  -1.0692
C 3.93 3.57 4.89  -1.6902
C 3.69 2.66 3.88  -0.4076
C 0.28 -3.65 -2.79  -1.0039
C 4.47 0.87 0.22  -0.2266
C 4.28 -0.53 3.21  -0.1692
C 3.96 -3.33 1.11  0.3682
C 3.73 3.13 0.58  -0.3757
C 1.98 -0.81 3.82  -0.4076
C -2.91 5.22 2.67  0.0911
C -3.98 1.95 2.49  -0.6613
C 1.17 6.80 5.01  -1.6866
C -5.25 1.50 2.83  -0.5732
C 4.68 3.59 -0.31  -0.6689
C 3.62 1.76 0.87  -0.0648
C -0.63 5.26 4.28  0.8404
C 0.61 5.36 5.14  1.5355
C 5.44 1.34 -0.66  -0.2322
C 2.91 4.40 5.29  -0.5620
C 4.62 -1.53 4.11  -1.0730
C -6.32 1.71 1.97  -0.6965
C 1.19 2.52 -2.82  -0.9554
C -2.06 6.00 -2.66  -0.7134
H -1.62 6.84 5.32  0.4204
H 2.32 -1.38 -2.54  0.2287
H -2.88 4.33 -3.72  0.4360
H 4.76 4.65 -0.51  0.4754
H 5.36 -4.81 1.72  0.4659
H -3.05 -2.46 0.36  0.6386
H 1.56 -2.30 5.30  0.4485
H 5.06 -0.07 2.62  0.2828
H -3.78 5.22 2.04  0.4903
H 4.91 3.63 5.36  0.4486
H 6.10 0.63 -1.14  0.4740
H -5.41 1.00 3.78  0.5070
H -2.93 2.86 -1.74  0.3991
H -1.46 -3.60 -4.64  0.3684
H -1.15 -2.30 4.39  0.3621
H 6.31 3.06 -1.60  0.4134
H 4.35 -0.18 0.40  -0.7202
H -0.51 5.76 6.97  0.3955
H -0.13 4.05 6.71  0.3744
H -7.31 1.36 2.23  0.3992
H -2.70 -3.90 -3.42  0.2982
H -0.72 1.05 -1.27  -0.3877
H 3.92 -2.96 5.55  0.4023
H 0.90 -3.39 -1.94  0.1529
H -1.26 7.49 -1.35  0.4422
H 4.49 2.00 3.57  0.5523
H 2.95 -0.14 -1.71  -0.3529
H 1.57 0.15 -4.30  0.3701
H 1.28 3.60 -2.97  0.5142
H 3.09 5.12 6.08  0.3969
H -3.36 -1.94 -1.89  0.6348
H -2.51 -0.51 -2.48  0.5240
H 0.73 0.31 -1.61  0.4696
H 1.13 5.16 7.25  0.4075
H -2.02 6.64 -3.54  0.4023
H 0.05 -4.72 -2.76  0.4165
H 3.68 -6.16 2.96  0.4200
H 0.44 7.53 5.33  0.4288
H -3.63 6.81 3.92  0.4271
H 3.06 3.83 1.07  0.4565
H 5.66 -1.83 4.20  0.4403
H 0.31 3.09 -0.94  -0.4144
H 1.44 7.00 3.98  0.3762
H -6.94 2.58 0.12  0.4550
H 3.30 2.09 -2.70  -0.0384
H -1.35 6.05 0.64  0.2981
H -4.72 3.43 -0.46  0.5070
H -3.40 -3.49 3.65  0.3879
H 2.06 6.93 5.63  0.4058
H -4.10 -1.11 0.84  0.5631
H 1.29 -5.44 2.90  0.4592
H -4.51 -2.11 3.72  0.2982
H -3.15 1.79 3.17  0.2282
H 0.83 -3.43 -3.71  0.3615
H -2.48 -2.27 -4.10  0.3886
H -4.15 -2.88 2.17  0.4310
H 1.87 2.31 -0.80  -0.7855
H 0.32 2.20 -3.41  0.2633
H 3.33 0.09 -4.17  0.5112
H 2.71 2.35 -4.33  0.4576
H -1.25 -0.55 4.11  0.1303
H -2.52 -1.37 5.03  0.4615
H 0.94 -0.52 3.69  -0.2840

Relative energy (zero: lowest compared OMol25 entry of this formula, charge and spin): 17.59 kcal per mole
Charge: +1
LUMO: -0.0728 Eh
Gap between HOMO and LUMO: 0.23657 Eh

***

# 3
One molecule with the formula C5H9N at a distorted geometry, computed with ωB97M-V/def2-TZVPD.

Each line ends with the natural charge from an NBO analysis.
Positions of all 15 atoms, in Å:
N 1.84 0.84 -0.75  -0.8491
C 0.35 0.32 1.14  -0.2887
C 1.46 0.11 0.38  0.1181
C -0.65 -0.29 0.25  -0.0144
C -1.14 0.34 -1.02  -0.6350
C -1.44 -1.16 0.92  -0.4786
H -0.46 0.19 -1.86  0.1970
H 0.37 0.00 2.18  0.1996
H 2.31 -0.35 0.88  0.1618
H 1.51 0.46 -1.62  0.3796
H 2.81 1.10 -0.79  0.3874
H -2.08 -0.10 -1.36  0.2197
H -1.28 1.42 -0.90  0.2232
H -1.10 -1.69 1.80  0.1860
H -2.51 -1.19 0.77  0.1934

Relative energy (zero: lowest compared OMol25 entry of this formula, charge and spin): 90.81 kcal per mole
Structure (SMILES): C=C(C)/C=C\N
Charge: 0
LUMO: 0.0249 Eh
Gap between HOMO and LUMO: 0.30167 Eh

***

# 4
A 2-piece molecular cluster, Cl2HISi overall at a distorted geometry, computed with ωB97M-V/def2-TZVPD.

Each line ends with the natural charge from an NBO analysis.
Positions of all 5 atoms, in Å:
I 2.19 -2.10 0.29  -0.3060
Cl 0.76 1.02 0.82  -0.4514
Cl -2.57 0.10 -0.26  -0.2384
Si 1.41 -0.01 -0.77  0.7557
H -1.79 0.99 -0.08  0.2401

Relative energy (zero: lowest compared OMol25 entry of this formula, charge and spin): 37.50 kcal per mole
Charge: 0
LUMO: -0.0421 Eh
Gap between HOMO and LUMO: 0.30082 Eh

***

# 5
An isolated ion of composition C5H9N2 and charge +1 at a distorted geometry, computed with ωB97M-V/def2-TZVPD.

Each line ends with the natural charge from an NBO analysis.
Positions of all 16 atoms, in Å:
N 1.09 -0.60 -0.31  -0.3532
N -1.20 -0.22 -0.20  -0.5147
C 0.34 1.66 0.07  -0.2057
C -2.39 -0.57 -0.07  0.0321
C 1.48 0.72 0.04  -0.2719
C 1.06 -1.68 0.36  0.1286
C -0.87 1.08 -0.08  -0.0218
H -1.72 1.75 -0.09  0.1888
H 0.78 -2.70 0.09  0.2469
H 0.63 2.70 0.25  0.2653
H -3.08 0.26 -0.13  0.1631
H 2.32 1.06 -0.68  0.2544
H -2.65 -1.61 -0.25  0.1986
H 2.00 0.54 0.95  0.2269
H 0.76 -0.72 -1.31  0.4527
H 1.46 -1.67 1.38  0.2098

Relative energy (zero: lowest compared OMol25 entry of this formula, charge and spin): 103.57 kcal per mole
Structure (SMILES): C=N/C=C\C[NH+]=C
Charge: +1
LUMO: -0.1730 Eh
Gap between HOMO and LUMO: 0.32581 Eh

***

no.,electronic energy (Eh)
1,-4421.85512
2,-5148.38074
3,-250.52222
4,-1508.21612
5,-305.06499